Entry 1:
This record from the OMol25 dataset describes the molecule C6H6ClNO2S. The level of theory is ωB97M-V/def2-TZVPD.

```
17
Properties=species:S:1:pos:R:3
O 3.191 0.166 0.071
S 2.188 1.124 0.361
O 2.276 2.483 -0.150
C 0.584 0.584 -0.064
C -0.398 1.612 -0.150
C -1.677 1.241 -0.297
C -2.183 -0.118 -0.096
C -1.274 -1.103 0.168
C 0.265 -0.833 0.322
N 1.085 -1.760 -0.619
Cl 0.874 -3.335 0.092
H -0.092 2.646 -0.127
H -2.431 1.993 -0.562
H -3.213 -0.149 -0.068
H -1.818 -2.055 0.283
H 0.508 -1.053 1.478
H 2.114 -1.444 -0.640
```

- HOMO-LUMO gap (alpha / beta): 0.2458 / 0.2621 Eh
- Total charge: 0
- ΔE to the lowest compared entry with this formula, charge and spin: 73.24 kcal/mol
- Calculated total energy: -1295.67181 Ha
- LUMO energy (alpha / beta): -0.0702 / -0.0723 hartree
- SMILES: O=S(=O)=C1C=CC=C[C@H]1NCl


Entry 2:
This record from the OMol25 dataset describes a structure of composition C6H6CoLiO2. The level of theory is ωB97M-V/def2-TZVPD.

```
16
Properties=species:S:1:pos:R:3
C -1.882 1.804 0.818
C -1.496 0.729 0.123
C -1.322 -0.681 0.618
H -2.022 2.758 0.306
H -2.102 1.780 1.888
H -1.312 0.804 -0.952
H -2.170 -1.285 0.250
C -1.317 -0.869 2.027
O -1.354 -1.059 3.137
O 1.744 -0.016 0.398
C 1.261 -1.170 0.117
C 0.020 -1.658 -0.009
Li 0.944 1.375 1.434
Co 3.331 0.622 -0.608
H 1.346 -1.709 -0.996
H -0.138 -2.733 0.025
```

- HOMO-LUMO gap (alpha / beta): 0.2668 / 0.2756 Eh
- Total charge: +2
- ΔE to the lowest compared entry with this formula, charge and spin: 27.72 kcal/mol
- Calculated total energy: -1772.15153 Ha
- LUMO energy (alpha / beta): -0.3047 / -0.3507 hartree
- Multiplicity: 5


Entry 3:
This record from the OMol25 dataset describes a cluster of 2 separate species, C6H6F3NO4S in total. The level of theory is ωB97M-V/def2-TZVPD.

```
21
Properties=species:S:1:pos:R:3
C -1.082 -2.500 1.360
C -0.282 0.524 0.116
C 3.214 -1.658 -1.732
C 2.042 0.073 0.058
C -2.497 1.209 0.306
C 3.371 0.606 0.600
N 0.951 0.699 0.635
O -2.223 -2.254 1.331
O -0.533 -0.155 -0.824
O 0.059 -2.664 1.347
O -1.206 1.267 0.772
F 4.462 0.251 -0.007
F 3.355 1.981 0.515
F 3.456 0.397 1.937
S 1.769 -1.104 -1.136
H 4.166 -1.268 -1.275
H 3.131 -2.607 -2.457
H -3.206 0.427 0.720
H -2.384 1.176 -0.748
H -3.063 2.026 0.688
H 1.198 1.648 0.951
```

- HOMO-LUMO gap (alpha / beta): 0.2739 / 0.2764 Eh
- Total charge: 0
- ΔE to the lowest compared entry with this formula, charge and spin: 12.94 kcal/mol
- Calculated total energy: -1285.67820 Ha
- LUMO energy (alpha / beta): -0.0012 / 0.0030 hartree